1) Below is C3H11N3O in the gas phase, with properties calculated with wB97M-V/def2-TZVPD.

Last column: Mulliken charge in e.
Geometry (Å):
O: -0.623 -0.546 0.991  -0.39
N: 1.527 1.411 0.693  -0.60
N: 0.533 1.107 -0.323  -0.30
N: -1.594 0.605 1.283  -0.54
C: -0.914 -0.548 -1.422  -1.56
C: 0.055 -0.297 -0.255  1.34
C: 1.222 -1.294 -0.362  -1.50
H: -0.402 -0.519 -2.390  0.35
H: 1.203 1.094 1.612  0.22
H: 1.830 -1.110 -1.255  0.35
H: -0.299 1.708 -0.290  0.35
H: 1.868 -1.251 0.520  0.39
H: 0.841 -2.320 -0.419  0.40
H: -2.479 0.097 1.354  0.26
H: -1.720 0.194 -1.444  0.37
H: -1.309 0.774 2.249  0.25
H: 1.662 2.420 0.769  0.25
H: -1.400 -1.524 -1.310  0.37

## Properties
HOMO ... -8.447 eV
Orbital gap ... 9.405 eV
Spin multiplicity ... 1
M ... 105.1 g/mol

***

2) Below is 2 unconnected molecules or ions with the total composition C3H11N3O, with properties calculated with wB97M-V/def2-TZVPD.

Last column: Mulliken charge in e.
Geometry (Å):
O: -3.401 -0.793 2.732  -0.67
N: -0.932 1.200 0.408  -0.66
N: 0.547 -0.161 -0.714  -0.31
N: -1.458 -1.083 -0.011  -0.42
C: 1.742 0.709 -0.499  -0.41
C: 2.873 0.666 -1.495  -0.98
C: -0.627 0.020 0.013  0.43
H: 2.035 0.350 0.486  0.24
H: 0.446 -0.404 -1.688  0.23
H: -3.808 -0.948 1.875  0.34
H: 3.276 1.670 -1.520  0.31
H: 1.350 1.694 -0.210  0.37
H: -1.879 1.303 0.752  0.20
H: -3.172 -1.555 3.257  0.32
H: -0.971 -1.845 -0.443  0.24
H: -2.083 -1.095 0.775  0.19
H: 3.595 -0.108 -1.255  0.28
H: 2.468 0.381 -2.464  0.30

## Properties
HOMO ... -8.495 eV
Orbital gap ... 9.186 eV
Spin multiplicity ... 1
M ... 105.1 g/mol

***

3) Below is a molecular structure, C3H11N3O, with properties calculated with wB97M-V/def2-TZVPD.

Last column: Mulliken charge in e.
Geometry (Å):
O: 1.305 -1.421 0.086  -0.89
N: 1.019 0.448 1.409  -0.63
N: -0.460 0.004 -0.401  -0.50
N: -1.117 -1.115 0.290  -0.53
C: 1.060 -0.118 0.052  1.07
C: 1.877 0.689 -0.958  -1.46
C: -2.591 -0.010 -0.076  -0.48
H: -0.180 -1.880 0.235  0.44
H: -0.996 -0.896 1.280  0.32
H: -0.470 -0.283 -1.380  0.28
H: 1.824 0.105 1.917  0.25
H: 1.502 1.712 -1.039  0.35
H: -2.671 0.417 -1.067  0.30
H: 1.022 1.462 1.401  0.21
H: -3.324 -0.782 0.115  0.28
H: 1.829 0.213 -1.938  0.33
H: 2.917 0.713 -0.632  0.38
H: -2.546 0.740 0.705  0.28

## Properties
HOMO ... -8.654 eV
Orbital gap ... 8.885 eV
Spin multiplicity ... 1
M ... 105.1 g/mol

***

4) Below is 2 unconnected molecules or ions with the total composition C3H11N3O, with properties calculated with wB97M-V/def2-TZVPD.

Last column: Mulliken charge in e.
Geometry (Å):
O: -1.644 -0.333 -2.039  -0.62
N: 0.083 1.856 -0.686  -0.53
N: -0.574 2.150 1.568  -0.76
N: -0.068 0.044 0.757  -0.24
C: 1.051 -0.674 0.157  -0.21
C: 1.044 -2.139 0.616  -1.26
C: -0.203 1.400 0.600  0.45
H: -0.482 3.131 1.297  0.21
H: -0.308 -0.288 1.668  0.24
H: -2.463 -0.004 -2.390  0.30
H: 1.959 -0.132 0.441  0.35
H: 1.583 -2.169 1.568  0.32
H: -1.865 -0.687 -1.174  0.31
H: 1.391 -2.930 -0.034  0.35
H: -0.480 2.661 -0.917  0.24
H: 0.004 1.151 -1.418  0.26
H: 0.011 -2.344 0.920  0.33
H: 0.961 -0.695 -0.933  0.26

## Properties
HOMO ... -8.601 eV
Orbital gap ... 9.289 eV
Spin multiplicity ... 1
M ... 105.1 g/mol

***

Ranking the structures above from most stable to least stable yields 4), 2), 1), 3).